[1]
Formula: C10H9Cl2NO2
Source: OMol25
Level of theory: ωB97M-V with the def2-TZVPD basis set

Structure (XYZ):
```
24
Properties=species:S:1:pos:R:3:mulliken_charge:R:1
N 1.47132 0.16954 -0.68655 -0.429
C 0.72016 -0.70683 0.07505 -0.113
C 0.74530 -0.65998 1.53272 -0.923
C -0.47670 -0.03678 0.81786 1.043
C -1.69690 -0.84767 0.78473 -0.711
C -2.71128 -0.71694 -0.07283 -0.400
C -2.79098 0.54268 -0.73283 -0.576
C -1.93209 1.53855 -0.48371 -1.005
C -0.62135 1.29055 0.13680 -0.021
C 0.39241 2.23334 -0.07464 0.887
Cl -0.02044 3.45197 -1.28237 -0.255
Cl 1.85400 2.63071 0.63274 -0.200
H 2.42239 0.57654 -0.22925 0.252
H 1.54461 -0.27265 -1.60770 0.249
H 0.27960 -1.61761 -0.39701 0.380
H 1.47390 -0.03085 2.01857 0.237
H 0.29909 -1.53254 2.08129 0.236
H -1.58744 -1.75771 1.41077 0.196
H -3.55309 -1.38088 -0.14396 0.414
H -3.80441 0.79785 -1.11342 0.256
H -2.24009 2.51638 -0.71907 0.468
O 2.61172 -2.84528 -0.52330 -0.330
C 3.40578 -2.06450 -0.68286 0.703
O 4.21451 -1.27790 -0.74105 -0.361
```

Output
- Structure (SMILES): N[C@H]1C[C@]12C=CC=CC2=C(Cl)Cl.O=C=O
- HOMO level: -7.36 eV
- HOMO-LUMO gap: 0.284 Eh
- Charge: 0
- Relative energy (zero: lowest compared OMol25 entry of this formula, charge and spin): 77.16 kcal/mol

---

[2]
Formula: C10H9Cl3GeN2O6S3V
Source: OMol25
Level of theory: ωB97M-V with the def2-TZVPD basis set

Structure (XYZ):
```
35
Properties=species:S:1:pos:R:3:mulliken_charge:R:1
V 1.58398 -0.33235 1.01581 0.777
O -2.60412 -0.29655 -2.34169 -0.623
C -2.36982 -1.55805 -1.99539 0.434
C -3.13792 -2.56255 -2.59599 -0.683
C -2.95492 -3.88405 -2.25889 -0.410
C -1.99342 -4.25255 -1.31599 -0.765
C -1.21572 -3.29365 -0.72409 -0.563
C -1.38082 -1.93345 -1.05019 0.190
C -0.52012 -0.96955 -0.43069 1.054
O 0.46628 -1.28085 0.38121 -0.445
N -0.60242 0.32945 -0.60039 -0.809
N 0.33938 0.98075 0.09221 0.056
C 0.28588 2.29165 0.07911 0.289
S 1.41478 3.27625 0.93011 0.040
C 0.41078 4.81455 0.72641 -0.602
C -0.27382 4.75925 -0.61749 -0.565
S -0.98102 3.08225 -0.80529 -0.009
H -2.02132 0.32185 -1.86779 0.511
H -3.87942 -2.26855 -3.32229 0.456
H -3.56182 -4.64665 -2.72089 0.406
H -1.85862 -5.28645 -1.04759 0.433
H -0.46222 -3.55865 0.00581 0.411
H 1.10018 5.65715 0.79341 0.397
H -0.29832 4.85105 1.55591 0.328
H 0.42188 4.91915 -1.44419 0.335
H -1.09202 5.47715 -0.68099 0.398
Cl 0.14368 0.33325 2.90971 -0.258
Ge 2.06838 -0.93775 3.32551 1.184
Cl 1.40598 -2.92095 3.39781 -0.202
Cl 2.91248 -0.02955 4.99211 -0.177
O 5.10848 0.36355 0.89171 -0.556
S 3.84528 -0.21365 1.07721 1.263
O 2.77338 0.78655 1.56801 -0.237
O 3.16248 -0.76925 -0.09839 -0.580
O 3.76468 -1.24895 2.17631 -0.476
```

Output
- HOMO level (spin up / spin down): -11.43 / -11.43 eV
- HOMO-LUMO gap (spin up / spin down): 0.229 / 0.229 Eh
- Charge: +1
- Relative energy (zero: lowest compared OMol25 entry of this formula, charge and spin): 57.02 kcal/mol

---

[3]
Formula: C10H9Co2N2O6
Source: OMol25
Level of theory: ωB97M-V with the def2-TZVPD basis set

Structure (XYZ):
```
29
Properties=species:S:1:pos:R:3:mulliken_charge:R:1
C -3.88686 -1.07274 3.10363 -0.793
N -2.65319 -0.30235 3.01781 -0.122
N -1.56501 -1.11653 3.48635 -0.709
H -4.71269 -0.39742 2.84306 0.287
H -3.80359 -1.89003 2.37030 0.254
H -4.05211 -1.51969 4.10215 0.293
H -2.66932 0.55575 3.56200 0.209
H -1.54697 -1.92332 2.86289 0.293
H -0.71836 -0.56390 3.35861 0.333
O 1.75941 -3.54594 -1.22831 -0.380
C 2.05078 -2.47057 -1.53084 0.184
Co 2.31585 -0.76350 -1.88553 0.211
C 3.61276 -0.24606 -0.83095 0.002
O 4.42258 0.18407 -0.12407 -0.340
C 3.06071 -0.61853 -3.42738 0.095
O 3.51436 -0.41213 -4.47682 -0.398
C 0.62870 0.11719 -2.13838 0.490
C 0.33890 0.14918 -0.74977 -0.669
C -0.10192 -0.65624 0.26754 -0.537
Co 0.72795 1.82269 -1.51521 0.169
C 1.56066 2.80042 -0.28411 -0.015
O 2.13828 3.30396 0.57984 -0.352
C -0.94570 2.42129 -1.47865 0.091
O -2.09091 2.57989 -1.37299 -0.371
C 1.39655 2.63294 -2.97798 0.273
O 1.89944 3.03822 -3.94171 -0.356
H 0.02796 -0.13665 -3.00249 0.612
H -0.00347 -0.42634 1.32549 0.013
H -0.70476 -1.54366 0.08552 0.234
```

Output
- HOMO level: -3.46 eV
- HOMO-LUMO gap: 0.223 Eh
- Charge: -1

---

[4]
Formula: C10H9F2N2O5P
Source: OMol25
Level of theory: ωB97M-V with the def2-TZVPD basis set

Structure (XYZ):
```
29
Properties=species:S:1:pos:R:3:mulliken_charge:R:1
O 0.05982 2.47686 0.54319 -0.560
O -0.50800 2.48883 -3.15563 -0.775
F 0.87724 -2.08176 4.76023 -0.298
F 2.90798 -1.87963 2.86878 -0.314
N -2.33995 -1.75676 1.14836 -0.708
O -1.76295 1.77022 -0.50620 -0.382
O 1.22065 3.52526 -1.98106 -0.521
O 1.50951 1.43749 -3.55775 -0.579
C -0.43901 1.80900 -0.32611 0.083
C -2.06688 -1.34779 -0.05303 -0.128
C -0.69463 -2.13165 3.06057 -0.448
C 1.25043 -1.58819 1.22223 -0.645
C 0.56892 -1.92948 3.48016 0.226
C 1.57454 -1.82573 2.54137 0.385
C -1.07292 -1.84458 1.72469 0.172
C -0.02805 -1.47236 0.80204 0.536
N -0.72453 -1.11596 -0.37142 0.087
C -0.10249 -0.39733 -1.57795 -1.028
C 0.51822 0.97406 -1.13002 1.025
P 0.67722 2.07478 -2.40250 0.721
H -2.22480 2.25639 0.13538 0.356
H 0.43397 4.03096 -1.80017 0.377
H 0.95081 1.84707 -4.24401 0.344
H -2.77263 -1.26207 -0.84199 0.441
H -1.32665 -2.42400 3.85409 0.467
H 2.16053 -1.24664 0.64069 0.303
H 0.80846 -0.92214 -1.93280 0.297
H -0.86930 -0.46693 -2.42015 0.329
H 1.41450 1.00208 -0.48102 0.235
```

Output
- HOMO level: -8.97 eV
- HOMO-LUMO gap: 0.341 Eh
- Charge: 0
- Relative energy (zero: lowest compared OMol25 entry of this formula, charge and spin): 42.80 kcal/mol

---

[5]
Formula: C10H9F4NO7S
Source: OMol25
Level of theory: ωB97M-V with the def2-TZVPD basis set

Structure (XYZ):
```
32
Properties=species:S:1:pos:R:3:mulliken_charge:R:1
N -1.17466 1.13431 4.46128 -0.451
C -1.16109 1.37010 3.32651 0.545
O -1.14045 1.47019 2.03190 -0.199
C 0.11903 1.14784 1.51166 0.557
O 1.06815 1.81616 1.79560 -0.448
O 0.22881 0.01503 0.76603 -0.219
C -0.14087 0.03806 -0.59651 0.780
C 0.95175 0.49947 -1.57467 -1.157
C 1.57019 1.87609 -1.33796 -1.002
O 2.84543 1.66053 -0.70795 -0.228
C 3.42346 2.79386 -0.27146 0.038
O 2.85498 3.76314 0.13876 -0.435
C -0.46168 -1.45365 -0.98032 -1.282
C -0.11077 -2.46545 0.11625 -0.711
C -1.21273 -2.58109 1.12642 0.243
F -1.48945 -1.58755 1.99509 -0.201
C -2.03300 -3.66947 1.15797 0.207
F -3.30210 -3.60322 0.83081 -0.196
F -1.66947 -4.86538 1.51830 -0.200
S -1.68379 0.94983 -0.97429 1.295
O -2.68933 0.44211 -0.11868 -0.521
O -1.49827 2.35398 -1.01597 -0.598
F -2.02210 0.43016 -2.41888 -0.225
H 0.47619 0.53508 -2.55724 0.583
H 1.72851 -0.25526 -1.65913 0.512
H 1.74343 2.39434 -2.27973 0.596
H 0.94618 2.52761 -0.73416 0.463
H 4.52032 2.77441 -0.29117 0.403
H -1.51334 -1.58053 -1.22564 0.553
H 0.09645 -1.70685 -1.87708 0.523
H 0.88063 -2.33555 0.55264 0.381
H -0.09499 -3.44229 -0.36917 0.393
```

Output
- Structure (SMILES): N#COC(=O)O[C@@](CCOC=O)(CCC(F)=C(F)F)S(=O)(=O)F
- HOMO level: -8.62 eV
- HOMO-LUMO gap: 0.309 Eh
- Charge: 0
- Relative energy (zero: lowest compared OMol25 entry of this formula, charge and spin): 0.00 kcal/mol

---

[6]
Formula: C10H9I
Source: OMol25
Level of theory: ωB97M-V with the def2-TZVPD basis set

Structure (XYZ):
```
20
Properties=species:S:1:pos:R:3:mulliken_charge:R:1
C -1.81226 -1.87272 0.99106 -0.585
C -1.18094 -2.25320 -0.22960 -0.518
C -1.56068 -0.67838 1.56159 -0.591
C -0.16163 -1.48040 -0.79406 -0.581
C -0.52807 0.15898 1.02731 0.557
C 0.17365 -0.29887 -0.17994 0.162
C -0.16990 1.49976 1.52671 -0.670
C 0.75530 2.07425 0.75505 -0.498
C 1.28379 0.62071 -0.51090 0.423
C 1.38229 1.14786 -1.91730 -1.318
I 3.15744 -0.19333 0.19856 0.098
H -2.67014 -2.49408 1.27624 0.315
H -1.48594 -3.06299 -0.72406 0.530
H -2.02161 -0.35336 2.46641 0.415
H 0.26405 -1.87469 -1.66707 0.430
H -0.64375 2.15628 2.26047 0.346
H 1.18479 3.07621 0.88506 0.373
H 1.84712 0.51664 -2.61795 0.427
H 1.87098 2.09656 -1.91988 0.361
H 0.31551 1.21478 -2.38772 0.322
```

Output
- HOMO level: -8.33 eV
- HOMO-LUMO gap: 0.311 Eh
- Charge: 0
- Relative energy (zero: lowest compared OMol25 entry of this formula, charge and spin): 19.73 kcal/mol